{"formula": "C38H44N5OReTe", "method": "ωB97M-V/def2-TZVPD", "species": ["Re", "C", "C", "C", "C", "C", "C", "C", "C", "C", "C", "N", "C", "C", "C", "C", "C", "N", "H", "H", "H", "H", "H", "H", "H", "H", "H", "H", "H", "H", "H", "H", "H", "H", "H", "N", "N", "H", "H", "H", "H", "C", "C", "C", "C", "C", "C", "Te", "N", "C", "O", "C", "C", "C", "C", "C", "C", "C", "C", "C", "C", "C", "C", "C", "C", "C", "C", "H", "H", "H", "H", "H", "H", "H", "H", "H", "H", "H", "H", "H", "H", "H", "H", "H", "H", "H", "H", "H", "H", "H"], "coordinates": [[0.381, 0.805, 0.025], [1.784, 2.525, -2.903], [1.549, 1.023, -2.832], [2.776, 0.252, -2.444], [3.547, -0.338, -3.433], [4.698, -1.037, -3.101], [5.049, -1.178, -1.773], [4.296, -0.609, -0.744], [4.710, -0.962, 0.670], [6.032, -0.335, 1.103], [3.186, 0.155, -1.118], [2.367, 0.833, -0.136], [2.969, 1.439, 0.914], [2.217, 1.742, 2.015], [2.493, 2.264, 3.301], [1.317, 2.179, 4.005], [0.353, 1.627, 3.129], [0.875, 1.376, 1.933], [0.921, 3.067, -3.285], [2.618, 2.725, -3.578], [2.048, 2.941, -1.931], [1.172, 0.637, -3.781], [0.703, 0.787, -2.128], [3.240, -0.261, -4.468], [5.300, -1.494, -3.874], [5.912, -1.776, -1.507], [4.794, -2.051, 0.705], [3.928, -0.724, 1.395], [6.845, -0.633, 0.442], [6.299, -0.641, 2.113], [5.997, 0.755, 1.079], [4.032, 1.639, 0.857], [3.441, 2.637, 3.648], [1.145, 2.484, 5.022], [-0.700, 1.475, 3.320], [-0.309, -1.139, 0.531], [-1.355, -0.162, 0.777], [-0.616, -1.853, -0.125], [-0.030, -1.572, 1.411], [-1.575, -0.076, 1.769], [-2.227, -0.333, 0.273], [-1.898, 6.343, -6.682], [-1.854, 5.378, -5.533], [-1.230, 5.702, -4.341], [-1.174, 4.832, -3.250], [-0.431, 5.326, -2.046], [-1.771, 3.585, -3.411], [-1.905, 2.049, -1.978], [-0.635, 2.441, -0.440], [-1.267, 3.002, 0.746], [-2.287, 2.526, 1.179], [-0.522, 4.115, 1.406], [0.738, 4.534, 0.990], [1.397, 5.541, 1.677], [0.791, 6.139, 2.774], [-0.472, 5.732, 3.185], [-1.125, 4.717, 2.510], [-3.860, 2.266, -1.345], [-4.562, 1.065, -1.491], [-5.921, 1.030, -1.217], [-6.546, 2.198, -0.805], [-5.831, 3.377, -0.671], [-4.465, 3.451, -0.937], [-3.766, 4.763, -0.793], [-2.408, 3.202, -4.604], [-3.094, 1.875, -4.813], [-2.438, 4.120, -5.642], [-1.361, 7.259, -6.451], [-2.928, 6.607, -6.922], [-1.459, 5.899, -7.573], [-0.756, 6.672, -4.242], [-0.972, 6.141, -1.568], [0.537, 5.722, -2.357], [-0.240, 4.556, -1.304], [1.211, 4.079, 0.129], [2.378, 5.865, 1.360], [1.302, 6.926, 3.310], [-0.943, 6.207, 4.035], [-2.101, 4.378, 2.830], [-4.069, 0.168, -1.852], [-6.482, 0.114, -1.332], [-7.606, 2.193, -0.590], [-6.347, 4.273, -0.349], [-4.133, 5.278, 0.093], [-3.954, 5.399, -1.661], [-2.686, 4.678, -0.687], [-2.447, 1.012, -4.631], [-3.422, 1.795, -5.847], [-3.985, 1.771, -4.191], [-2.931, 3.839, -6.564]], "charge": 2, "total_energy_ha": -2169.1548, "fmax_ev_per_a": 1.130, "de_lowest_ev": 0.1324, "gap_ha": [0.2533, 0.2532], "homo_ha": [-0.47689, -0.47686]}

***

{"formula": "C5H16N4", "method": "ωB97M-V/def2-TZVPD", "species": ["H", "N", "N", "N", "C", "H", "H", "H", "H", "C", "C", "C", "C", "N", "H", "H", "H", "H", "H", "H", "H", "H", "H", "H", "H"], "coordinates": [[0.862, 3.149, -0.283], [1.176, 2.433, 0.399], [1.543, 1.358, -0.025], [1.423, 0.987, -1.406], [1.168, 1.929, -2.473], [1.949, 0.156, -1.630], [1.597, 2.914, -2.235], [0.091, 2.068, -2.613], [1.625, 1.579, -3.393], [-1.073, 0.058, -0.050], [-0.647, -1.020, 0.972], [-1.895, -1.745, 1.488], [0.296, -2.029, 0.308], [0.061, -0.481, 2.132], [-2.012, -0.213, -0.534], [-1.208, 1.019, 0.445], [-0.269, 0.216, -0.882], [-2.393, -2.277, 0.680], [-1.617, -2.459, 2.261], [-2.596, -1.031, 1.919], [0.515, -2.839, 0.999], [-0.153, -2.444, -0.593], [1.236, -1.545, 0.048], [-0.544, 0.155, 2.644], [0.863, 0.062, 1.824]], "total_energy_ha": -419.0396, "fmax_ev_per_a": 2.876, "de_lowest_ev": 2.8876, "gap_ha": 0.3484, "smiles": "[H]/N=N\\NC.CC(C)(C)N", "homo_ha": -0.32167}

***

{"formula": "C34H24Cl2N2O3STi", "method": "ωB97M-V/def2-TZVPD", "species": ["Ti", "C", "C", "C", "C", "C", "H", "H", "H", "H", "H", "C", "C", "C", "C", "C", "C", "N", "N", "C", "C", "C", "C", "C", "C", "H", "H", "H", "H", "H", "H", "H", "H", "H", "Cl", "C", "C", "C", "Cl", "C", "O", "C", "C", "O", "C", "H", "H", "H", "C", "C", "O", "S", "C", "C", "C", "C", "C", "C", "C", "C", "H", "H", "H", "H", "H", "H", "H"], "coordinates": [[0.352, -1.957, -1.000], [1.744, -1.655, 0.919], [1.504, -3.033, 0.850], [2.075, -3.523, -0.357], [2.677, -2.442, -1.020], [2.450, -1.274, -0.252], [1.449, -0.989, 1.711], [0.972, -3.621, 1.582], [2.050, -4.543, -0.704], [3.181, -2.480, -1.972], [2.799, -0.279, -0.482], [-4.098, -1.520, 2.359], [-2.784, -1.545, 2.819], [-1.731, -1.274, 1.963], [-1.973, -0.970, 0.624], [-3.283, -0.927, 0.161], [-4.333, -1.206, 1.030], [-0.880, -0.711, -0.229], [-1.154, -0.707, -1.601], [-0.475, 0.308, -2.326], [-0.643, 0.213, -3.716], [0.015, 1.034, -4.599], [0.871, 2.027, -4.119], [0.998, 2.179, -2.757], [0.332, 1.347, -1.834], [-4.920, -1.730, 3.030], [-2.576, -1.775, 3.856], [-0.711, -1.289, 2.326], [-3.468, -0.665, -0.871], [-5.349, -1.165, 0.655], [-1.322, -0.551, -4.073], [-0.139, 0.909, -5.663], [1.403, 2.681, -4.796], [1.613, 2.973, -2.352], [-2.639, -5.892, -6.329], [-1.713, -4.879, -5.260], [-0.622, -4.161, -5.785], [0.139, -3.345, -4.998], [1.467, -2.474, -5.673], [-0.152, -3.187, -3.613], [0.536, -2.394, -2.880], [-1.237, -3.946, -3.104], [-1.555, -3.975, -1.715], [-0.898, -3.457, -0.788], [-2.020, -4.778, -3.940], [-0.383, -4.252, -6.837], [-2.423, -4.568, -1.413], [-2.849, -5.336, -3.524], [2.651, 7.007, 6.895], [2.164, 6.294, 5.651], [2.323, 6.722, 4.544], [1.394, 4.721, 6.042], [1.153, 4.033, 4.439], [0.203, 4.541, 3.558], [0.028, 3.969, 2.311], [0.789, 2.866, 1.923], [1.736, 2.359, 2.811], [1.921, 2.940, 4.055], [0.612, 2.253, 0.629], [0.464, 1.747, -0.452], [2.557, 8.079, 6.739], [3.705, 6.760, 7.032], [2.107, 6.702, 7.787], [-0.401, 5.389, 3.855], [-0.712, 4.364, 1.628], [2.342, 1.514, 2.518], [2.667, 2.542, 4.730]], "total_energy_ha": -3813.3223, "fmax_ev_per_a": 1.288, "de_lowest_ev": 0.0000, "gap_ha": 0.2322, "homo_ha": -0.27245}

***

{"formula": "C6H15N5", "method": "ωB97M-V/def2-TZVPD", "species": ["C", "C", "C", "C", "C", "C", "N", "N", "N", "N", "N", "H", "H", "H", "H", "H", "H", "H", "H", "H", "H", "H", "H", "H", "H", "H"], "coordinates": [[0.405, -0.420, 1.504], [0.417, -1.008, -1.558], [2.423, 0.254, -0.648], [0.022, -1.578, 0.835], [-0.763, -2.619, 1.697], [-1.062, 2.484, 0.858], [0.267, 0.557, 2.191], [-0.151, -1.680, -0.507], [1.410, -0.096, -1.485], [-0.236, -1.184, -2.723], [-1.204, 2.934, -0.512], [3.210, 0.906, -0.976], [2.538, -0.364, 0.265], [-1.025, -3.640, 1.267], [-1.692, -2.207, 2.127], [0.021, -2.779, 2.476], [-0.920, 1.430, 1.027], [-0.177, 2.917, 1.192], [-1.910, 2.881, 1.528], [0.973, 1.180, 2.731], [-0.494, -2.630, -0.761], [1.300, 0.561, -2.247], [-1.018, -1.769, -2.870], [0.238, -0.900, -3.558], [-0.515, 3.608, -0.911], [-2.055, 3.163, -0.940]], "charge": 2, "total_energy_ha": -510.5934, "fmax_ev_per_a": 3.384, "de_lowest_ev": 4.3033, "gap_ha": [0.1595, 0.2307], "homo_ha": [-0.54469, -0.55845]}

***

{"formula": "C2H5N2", "method": "ωB97M-V/def2-TZVPD", "species": ["C", "C", "N", "N", "H", "H", "H", "H", "H"], "coordinates": [[-0.928, 0.231, -0.592], [0.638, -0.094, 0.422], [-0.430, 0.744, 0.513], [0.095, -0.609, -0.795], [-1.848, 0.486, -1.187], [1.683, 0.300, 0.408], [0.520, -1.002, 1.231], [-0.313, 1.571, 1.133], [0.116, -1.462, -1.264]], "charge": 1, "total_energy_ha": -188.3891, "fmax_ev_per_a": 7.402, "de_lowest_ev": 0.7184, "gap_ha": 0.4461, "homo_ha": -0.61048}

***

{"formula": "C2H3FIN", "method": "ωB97M-V/def2-TZVPD", "species": ["C", "C", "N", "F", "I", "H", "H", "H"], "coordinates": [[1.165, -0.176, -0.377], [0.138, -0.303, 0.447], [-1.040, 0.410, 0.482], [-0.891, 1.767, -0.233], [-2.743, -0.493, -0.193], [2.078, -0.715, -0.202], [1.138, 0.482, -1.228], [0.157, -0.971, 1.303]], "total_energy_ha": -530.1840, "fmax_ev_per_a": 3.040, "de_lowest_ev": 3.2267, "gap_ha": 0.3103, "smiles": "C=CN(F)I", "homo_ha": -0.33842}